[1]
{"formula": "C2H7ClNS", "method": "ωB97M-V/def2-TZVPD", "total_charge": 1, "relative_energy_kcal_mol": 22.4, "gap_ev": 8.612, "e_lumo_ev": -5.3, "symbols": ["H", "H", "H", "N", "C", "C", "H", "H", "S", "H", "H", "Cl"], "xyz": [[2.02, -0.54, -0.35], [1.08, 1.56, -1.12], [-2.22, -0.47, -1.41], [1.33, 1.44, -0.11], [1.84, 0.30, 0.28], [-2.01, -0.65, -0.34], [1.26, 2.22, 0.58], [-0.25, -2.09, 1.03], [-0.35, -1.49, -0.16], [-2.65, -1.45, -0.16], [2.25, 0.25, 1.30], [-2.30, 0.93, 0.46]]}

***

[2]
{"formula": "C21H44ClFGaO12P2", "method": "ωB97M-V/def2-TZVPD", "total_charge": -1, "gap_ev": 6.732, "e_lumo_ev": 1.8, "symbols": ["H", "H", "O", "H", "H", "H", "P", "C", "H", "C", "H", "O", "H", "C", "C", "C", "H", "H", "C", "H", "O", "H", "H", "O", "H", "O", "C", "H", "C", "C", "H", "C", "O", "H", "O", "H", "H", "Ga", "C", "C", "F", "C", "H", "H", "H", "O", "C", "O", "O", "H", "O", "H", "H", "H", "C", "H", "C", "H", "O", "C", "H", "H", "H", "H", "H", "H", "H", "H", "P", "C", "H", "H", "C", "C", "H", "H", "H", "H", "Cl", "C", "H", "H"], "xyz": [[-1.31, -0.41, 2.22], [3.67, 3.85, -8.29], [3.61, 1.86, -6.52], [1.33, 5.11, 2.90], [-6.13, -1.55, -0.75], [3.17, 2.85, -9.63], [-7.18, -0.48, 1.85], [2.86, -1.83, -3.42], [1.78, 3.35, 1.92], [1.65, -1.22, 4.61], [0.12, 4.78, 0.66], [-0.44, 4.03, 3.23], [-2.97, 0.02, 3.00], [2.97, -1.73, 5.16], [3.62, -0.51, -3.42], [-4.67, -6.38, 2.12], [-0.06, 6.02, 3.45], [-5.98, -5.66, 0.39], [3.70, -0.44, -0.51], [-1.25, 5.69, 1.29], [-0.55, 1.82, 3.59], [1.53, -0.17, 4.89], [4.80, 2.69, -5.09], [-7.09, 1.03, 0.97], [4.19, 0.02, 0.36], [-3.43, -6.65, 2.57], [-0.16, 5.57, 1.36], [0.61, 2.34, 1.03], [-3.11, -1.07, 0.91], [1.29, -2.34, 2.44], [2.44, 3.37, -4.65], [0.25, 5.21, 2.78], [2.57, 1.63, -0.76], [4.48, -0.97, -1.05], [1.13, -2.25, 1.23], [3.50, 4.79, -4.84], [-6.19, 1.00, 0.51], [-5.05, -3.44, 1.59], [3.18, 1.78, -7.80], [1.07, 2.53, 2.00], [-2.60, -2.67, 2.94], [3.05, 0.65, -1.31], [3.67, -0.13, -4.44], [-2.48, -3.27, 0.83], [1.64, 1.65, 2.30], [2.92, 0.48, -2.65], [-2.39, -0.04, 1.98], [1.64, -1.27, 3.18], [2.90, 0.70, -8.30], [2.40, 4.29, -6.15], [-8.77, -0.69, 2.56], [-4.10, -5.47, -0.01], [-2.34, 1.01, 1.48], [-5.50, -3.55, 3.12], [3.07, 3.93, -5.36], [-8.72, -1.31, 3.36], [4.16, 3.04, -5.91], [2.77, -2.24, -2.41], [-6.04, -0.48, 2.97], [-0.01, 2.77, 3.02], [0.32, 6.50, 1.05], [4.65, -0.63, -3.08], [-4.16, -0.68, 0.56], [2.16, -4.18, 3.06], [3.14, -2.78, 4.89], [3.00, -1.64, 6.25], [0.87, -3.62, 4.16], [0.44, -4.28, 2.60], [-6.65, -2.14, 0.48], [1.19, -3.68, 3.12], [2.94, -1.14, -0.16], [-2.42, -1.10, -0.07], [-4.93, -5.35, 0.82], [-3.16, -2.61, 1.55], [4.82, 3.57, -6.61], [1.84, -1.68, -3.79], [1.95, 3.39, -8.45], [3.36, -2.56, -4.05], [-6.17, -7.19, 2.93], [2.98, 3.05, -8.57], [0.79, -1.75, 5.03], [3.81, -1.16, 4.74]]}

***

[3]
{"formula": "H6O3", "method": "ωB97M-V/def2-TZVPD", "total_charge": 0, "relative_energy_kcal_mol": 7.4, "gap_ev": 11.438, "e_lumo_ev": 0.5, "smiles": "O.O.O", "symbols": ["H", "O", "O", "H", "H", "H", "H", "O", "H"], "xyz": [[-14.92, -0.90, -22.05], [-16.92, -1.41, -19.38], [-14.09, -0.67, -21.63], [-16.06, -1.17, -19.06], [-14.23, 0.19, -21.20], [-17.25, -2.11, -18.81], [-16.89, -2.63, -22.01], [-16.66, -1.72, -22.14], [-16.82, -1.34, -21.28]]}

***

[4]
{"formula": "C15H15ClN2O5S", "method": "ωB97M-V/def2-TZVPD", "total_charge": 0, "relative_energy_kcal_mol": 3.3, "gap_ev": 8.555, "e_lumo_ev": -0.5, "smiles": "COCCNC(=O)c1onc(CSc2cccc(Cl)c2)c1C(=O)O", "symbols": ["C", "C", "H", "C", "H", "H", "H", "C", "C", "C", "H", "H", "H", "N", "C", "H", "C", "C", "O", "H", "C", "C", "H", "C", "O", "H", "S", "H", "H", "C", "Cl", "C", "H", "C", "O", "O", "O", "H", "N"], "xyz": [[-2.67, 2.07, -1.67], [-0.06, 2.66, -0.91], [-2.99, -0.96, -1.29], [-2.41, 3.08, -0.77], [6.41, -2.49, 5.00], [0.37, 0.47, 1.81], [5.72, -1.19, 4.00], [-1.11, 3.38, -0.38], [4.12, -1.89, 1.74], [-1.61, 1.34, -2.18], [-3.68, 1.83, -1.95], [-0.93, 4.17, 0.34], [5.04, -1.94, 1.14], [2.97, -1.96, 0.87], [-0.95, -1.56, -1.25], [0.95, 2.88, -0.62], [-1.23, 0.07, 0.75], [5.54, -2.17, 4.44], [-2.41, 0.22, 0.57], [0.51, 1.07, -2.25], [-2.22, -1.32, -1.97], [0.81, -1.42, 0.06], [4.68, -2.10, 5.11], [1.91, -1.17, 1.02], [5.33, -3.16, 3.46], [2.94, -2.69, 0.17], [-1.93, -0.04, -3.26], [3.28, -2.93, 3.44], [4.08, -0.93, 2.25], [-0.45, -0.89, -0.09], [-3.72, 3.99, -0.11], [-0.30, 1.63, -1.82], [-2.53, -2.21, -2.51], [4.12, -3.05, 2.75], [1.02, -2.33, -0.91], [-0.58, 0.73, 1.69], [1.83, -0.27, 1.86], [4.01, -4.00, 2.22], [-0.06, -2.40, -1.70]]}

***

[5]
{"formula": "C26H17N4O4Ru", "method": "ωB97M-V/def2-TZVPD", "total_charge": 0, "multiplicity": 6, "relative_energy_kcal_mol": 9.8, "gap_ev": [7.915, 7.130], "e_lumo_ev": [-0.2, -1.9], "symbols": ["O", "C", "O", "C", "H", "C", "H", "C", "H", "H", "C", "C", "H", "H", "C", "C", "N", "O", "C", "N", "C", "H", "C", "O", "C", "N", "H", "C", "C", "H", "C", "C", "Ru", "C", "C", "C", "H", "C", "C", "H", "C", "C", "H", "C", "H", "H", "H", "N", "C", "C", "H", "H"], "xyz": [[7.74, 9.65, 6.11], [14.09, 10.16, 7.89], [9.92, 9.85, 5.63], [16.81, 10.60, 5.20], [11.93, 7.99, 7.27], [8.77, 14.58, 5.63], [12.89, 11.86, 8.17], [12.35, 7.31, 6.54], [12.47, 8.76, 11.08], [11.80, 10.94, 10.25], [13.11, 10.87, 8.56], [12.53, 10.35, 9.72], [6.69, 14.61, 5.73], [13.35, 7.64, 3.45], [13.15, 5.18, 5.82], [9.89, 13.75, 5.55], [11.99, 4.91, 9.06], [12.18, 13.23, 5.49], [14.68, 10.59, 6.60], [13.81, 10.78, 5.71], [7.53, 13.95, 5.70], [13.35, 4.14, 5.98], [18.95, 10.68, 6.28], [11.55, 15.37, 5.79], [8.60, 11.83, 5.65], [12.70, 7.90, 5.40], [18.93, 10.91, 8.43], [16.17, 10.67, 6.41], [16.94, 10.83, 7.56], [13.79, 5.22, 3.69], [13.92, 8.42, 9.55], [8.70, 10.32, 5.78], [11.59, 11.13, 5.57], [18.34, 10.79, 7.52], [18.19, 10.55, 5.13], [13.15, 7.13, 4.39], [6.45, 12.03, 5.86], [12.94, 9.15, 10.21], [7.40, 12.59, 5.76], [16.41, 10.95, 8.51], [12.60, 5.95, 6.83], [12.25, 5.34, 8.04], [18.64, 10.44, 4.14], [13.41, 5.78, 4.54], [14.20, 7.47, 9.94], [16.24, 10.56, 4.27], [15.19, 8.27, 7.85], [9.78, 12.43, 5.49], [14.50, 8.91, 8.38], [11.33, 14.19, 5.59], [8.88, 15.66, 5.65], [20.04, 10.64, 6.24]]}

***

[6]
{"formula": "C5H20NO7", "method": "ωB97M-V/def2-TZVPD", "total_charge": -1, "relative_energy_kcal_mol": 71.6, "gap_ev": 7.798, "e_lumo_ev": 2.9, "symbols": ["H", "O", "H", "O", "O", "H", "O", "H", "H", "H", "H", "H", "O", "H", "C", "H", "H", "C", "H", "C", "O", "H", "O", "H", "N", "H", "H", "H", "H", "C", "H", "C", "H"], "xyz": [[-0.59, -3.68, 2.55], [4.43, 0.55, -0.63], [-0.53, 0.50, 1.42], [-3.58, -0.86, 1.60], [3.12, -1.90, 0.71], [3.51, 0.77, -0.49], [0.88, -1.08, 1.56], [4.49, -0.43, -0.36], [-0.35, 3.17, -0.89], [-2.68, 0.68, -3.39], [-0.25, -1.99, 2.39], [-3.13, -0.99, -0.08], [-0.91, -2.71, 2.66], [-3.18, -1.63, 2.08], [-0.54, 2.13, -1.16], [-2.39, 0.24, -1.78], [-3.15, -0.32, 2.25], [0.56, 0.29, 1.36], [2.17, -1.65, 1.07], [0.65, 1.15, -1.27], [-2.45, -0.99, -0.78], [-1.10, 1.79, -0.28], [-1.30, 2.88, -3.33], [3.51, -2.32, 1.52], [-2.14, 0.93, -2.55], [0.97, 0.80, 2.25], [1.76, -0.24, -0.31], [-1.62, -0.94, -0.30], [1.42, 1.59, -1.91], [-1.42, 2.06, -2.40], [0.32, 0.29, -1.85], [1.31, 0.69, 0.06], [2.24, 1.21, 0.29]]}

***

[7]
{"formula": "C7H14", "method": "ωB97M-V/def2-TZVPD", "total_charge": 0, "relative_energy_kcal_mol": 24.7, "gap_ev": 11.361, "e_lumo_ev": 1.2, "smiles": "C[C@@H]1[C@H](C)C[C@@H]1C", "symbols": ["H", "H", "C", "H", "H", "C", "H", "C", "C", "C", "H", "H", "C", "H", "C", "H", "H", "H", "H", "H", "H"], "xyz": [[1.44, 1.61, -0.55], [-0.58, -2.12, -0.21], [0.44, -1.73, -0.13], [-0.86, 0.79, 1.28], [1.41, 0.02, 2.08], [0.98, 0.88, 0.12], [-2.81, -0.38, -1.66], [-0.90, 0.41, -0.86], [-2.19, -0.40, -0.76], [0.51, -0.33, -0.75], [1.07, -2.46, -0.65], [-2.80, -0.12, 0.11], [1.84, 0.73, 1.36], [-1.94, -1.46, -0.58], [-0.49, 1.26, 0.36], [2.86, 0.39, 1.13], [1.92, 1.70, 1.87], [-0.90, 1.02, -1.78], [-0.74, 2.33, 0.39], [1.05, -0.39, -1.71], [0.69, -1.76, 0.94]]}

***

[8]
{"formula": "C6H10NO6P", "method": "ωB97M-V/def2-TZVPD", "total_charge": 0, "relative_energy_kcal_mol": 40.3, "gap_ev": 8.143, "e_lumo_ev": 0.1, "symbols": ["H", "O", "N", "C", "O", "C", "H", "O", "H", "H", "P", "C", "O", "H", "O", "H", "C", "H", "C", "H", "O", "H", "H", "C"], "xyz": [[-1.24, 1.00, -1.72], [1.91, 1.96, 1.36], [-3.41, -0.92, -0.27], [-1.66, 0.16, -1.08], [-1.04, -0.89, 1.06], [1.52, 0.63, 1.30], [-1.99, -1.31, -2.46], [-3.91, 2.29, 0.39], [0.97, 1.09, -0.65], [0.90, 0.34, 2.20], [-2.55, -2.40, 0.28], [-3.48, 3.29, 0.01], [1.23, -1.03, -0.32], [0.73, -1.44, -0.99], [-3.39, -2.70, 1.46], [1.15, 2.57, 1.32], [-2.98, 0.20, -0.62], [2.46, 0.03, 1.32], [0.70, 0.27, 0.02], [-1.04, 1.03, 0.96], [-1.26, -1.02, -1.91], [-4.10, -0.91, 0.48], [-0.27, -1.34, 0.85], [-0.82, 0.27, 0.32]]}

***

[9]
{"formula": "C26H63BF2NO11PS", "method": "ωB97M-V/def2-TZVPD", "total_charge": 0, "gap_ev": 9.122, "e_lumo_ev": 0.2, "smiles": "CC[C@@H](F)[C@H](C[C@@H](C)O)O[C@](F)([C@@H](CCCCN)O[C@H](S)B(O)O)P(O)O.CC(C)O.CC(C)O.CC(C)O.CC(C)O", "symbols": ["H", "C", "H", "C", "O", "N", "C", "H", "H", "C", "O", "H", "C", "H", "H", "C", "O", "C", "H", "H", "H", "C", "H", "H", "H", "H", "C", "C", "H", "H", "C", "H", "H", "C", "O", "H", "H", "O", "H", "H", "H", "H", "O", "H", "H", "O", "C", "H", "H", "C", "C", "B", "C", "H", "H", "H", "H", "C", "C", "H", "O", "H", "H", "C", "H", "H", "H", "H", "H", "C", "H", "C", "H", "F", "H", "H", "C", "C", "O", "O", "H", "C", "H", "H", "H", "H", "S", "H", "H", "H", "H", "C", "H", "H", "H", "C", "F", "H", "H", "H", "H", "H", "P", "H", "H", "O"], "xyz": [[-5.04, -0.75, -3.14], [-0.06, 2.37, 0.37], [3.36, 3.02, -2.70], [0.53, -0.63, 2.37], [2.80, -2.06, 2.57], [-4.69, 0.03, 2.80], [-2.52, 1.80, -8.08], [-2.15, 0.66, 0.37], [-0.22, 2.92, 2.46], [1.87, 3.17, 1.85], [5.17, -3.99, 2.27], [-0.46, -0.01, 4.14], [-0.06, 0.84, 0.56], [0.08, 4.20, 1.36], [0.74, 0.60, -2.01], [-2.08, -1.77, 4.89], [-0.06, 0.57, 1.96], [-6.15, -0.11, -4.61], [1.24, -2.33, 7.09], [-4.17, -0.45, -5.40], [-3.24, -1.43, 2.49], [0.05, -0.90, 3.80], [3.42, 0.26, 7.04], [-1.62, -1.50, 5.84], [4.91, -6.76, 4.17], [-6.63, 1.70, -3.52], [1.45, -0.12, 5.59], [3.69, -5.85, 1.85], [4.21, -5.17, 4.49], [-0.27, 0.87, -3.39], [-0.19, 0.31, -2.47], [4.44, -3.53, 2.69], [-3.08, 2.50, -7.47], [5.91, 3.16, -0.36], [-2.78, 0.50, -7.54], [3.21, 3.33, -0.98], [2.33, 2.46, 1.18], [-5.95, -0.88, -3.42], [5.80, 2.67, -2.45], [4.28, 1.19, -0.59], [-3.32, 0.24, -2.00], [0.07, 1.04, 8.00], [0.52, -1.71, 7.33], [-1.69, 1.65, -1.73], [-2.86, 2.86, -9.94], [4.84, 1.25, -1.37], [-1.04, 2.11, -8.00], [-0.38, -2.90, 4.35], [-4.93, 1.55, -3.96], [-0.93, -2.07, 3.92], [-3.03, 1.87, -9.52], [0.92, -0.43, 7.05], [-3.02, -0.63, 4.50], [1.20, 0.87, 5.21], [2.08, 2.93, 2.88], [-0.15, -0.75, -2.71], [6.81, 2.58, -0.18], [5.16, 2.62, -1.57], [-1.41, 0.61, -1.63], [-2.60, 0.21, 2.60], [2.87, -0.18, 0.86], [2.54, -2.53, 1.76], [3.69, -5.63, 0.78], [-1.29, 0.25, -0.15], [-0.82, 3.11, -8.38], [-1.05, 2.71, 0.09], [-2.67, 0.33, 4.86], [-5.36, -1.64, -5.91], [0.81, 0.44, 0.06], [0.35, 3.18, 1.58], [-1.29, -0.82, -0.06], [-5.95, 1.37, -4.31], [-7.19, -0.28, -4.91], [0.24, -1.69, 1.52], [-2.30, -0.14, -8.07], [-4.09, 1.64, -9.56], [-5.21, -0.58, -5.71], [5.02, -5.70, 3.98], [1.16, -1.16, 4.67], [-2.47, -0.18, -2.19], [5.83, -5.89, 2.00], [3.88, 3.41, -1.83], [-0.69, 2.05, -6.97], [-1.35, -2.37, 2.97], [-2.51, 1.14, -10.14], [-6.13, 1.98, -5.19], [3.29, -0.14, 5.76], [5.29, 3.08, 0.54], [-0.46, 1.38, -8.58], [-3.97, -0.80, 4.98], [-4.65, 0.95, 2.38], [-3.31, -0.49, 3.01], [6.18, 4.21, -0.50], [-5.14, -0.53, 2.09], [-5.36, -0.02, -6.63], [4.99, -5.39, 2.49], [0.78, 2.70, -0.68], [3.54, -6.93, 1.98], [2.66, -0.93, 0.28], [4.10, 4.47, -2.01], [-2.64, -2.67, 5.08], [2.27, 4.13, 1.59], [2.43, -0.47, 2.43], [2.84, -5.33, 2.30], [5.96, -5.36, 4.42], [0.89, 0.53, 8.04]]}

***

[10]
{"formula": "C3H7N3O", "method": "ωB97M-V/def2-TZVPD", "total_charge": 0, "relative_energy_kcal_mol": 105.1, "gap_ev": 9.456, "e_lumo_ev": 1.0, "symbols": ["H", "O", "H", "C", "C", "H", "H", "H", "H", "H", "N", "N", "N", "C"], "xyz": [[0.35, -2.16, -0.03], [3.30, 0.36, 0.13], [1.22, -1.61, -1.53], [-0.67, 1.64, 0.41], [0.26, -1.65, -1.01], [0.03, 1.87, -0.30], [-0.25, 1.82, 1.37], [-0.47, -2.23, -1.61], [-2.21, -0.22, 1.28], [-1.69, 2.05, 0.56], [-0.85, 0.16, 0.11], [-1.42, -0.70, 0.82], [-0.02, -0.24, -0.75], [2.42, 0.91, 0.55]]}

***

[11]
{"formula": "C2H2N2O2", "method": "ωB97M-V/def2-TZVPD", "total_charge": 0, "relative_energy_kcal_mol": 72.6, "gap_ev": 10.005, "e_lumo_ev": 0.2, "smiles": "O=c1nco[nH]1", "symbols": ["C", "O", "H", "C", "H", "O", "N", "N"], "xyz": [[-0.24, 0.74, -0.96], [0.05, -2.19, 0.67], [0.84, 0.22, 1.81], [-0.22, -1.02, 0.14], [-0.55, 1.48, -1.65], [0.38, 1.25, 0.14], [0.26, 0.02, 0.90], [-0.51, -0.50, -1.03]]}

***

[12]
{"formula": "C5H10N2O5", "method": "ωB97M-V/def2-TZVPD", "total_charge": 0, "relative_energy_kcal_mol": 57.6, "gap_ev": [8.275, 8.276], "e_lumo_ev": [0.5, 0.5], "symbols": ["C", "C", "H", "O", "H", "H", "O", "H", "O", "C", "H", "C", "N", "H", "C", "H", "H", "N", "O", "O", "H", "H"], "xyz": [[-1.94, 1.59, 0.51], [-2.07, -2.41, -0.26], [-1.48, -0.81, -2.16], [-1.99, -1.12, 0.24], [3.11, -0.57, -0.04], [-2.00, -3.17, 0.52], [-1.03, -0.12, -1.74], [-1.25, -2.60, -0.95], [1.14, 1.14, -1.27], [2.51, 0.21, 0.59], [2.88, 2.23, 1.08], [1.19, 0.36, -0.17], [3.30, 1.47, 0.41], [2.36, -0.23, 1.51], [-1.04, -0.23, -0.36], [4.20, 1.46, 0.83], [-3.09, -2.58, -0.78], [0.21, -0.26, 0.27], [-2.83, 1.19, 1.31], [-1.40, 2.66, 0.50], [-2.73, 0.21, 1.38], [1.94, 1.59, -1.44]]}

***

Q: Number 8 is which compound?
A: C6H10NO6P